(1)
{
  "formula": "C28H20F5N6O3ReS",
  "method": "wB97M-V/def2-TZVPD",
  "elements": ["Re", "S", "F", "F", "F", "F", "F", "O", "O", "O", "N", "N", "N", "N", "N", "N", "C", "C", "C", "C", "C", "C", "C", "C", "C", "C", "C", "C", "C", "C", "C", "C", "C", "C", "C", "C", "C", "C", "C", "C", "C", "C", "C", "C", "H", "H", "H", "H", "H", "H", "H", "H", "H", "H", "H", "H", "H", "H", "H", "H", "H", "H", "H", "H"],
  "xyz": [[0.2587, -0.5912, -0.5763], [-2.1186, 0.4014, 0.8512], [6.9726, -0.9378, -2.4692], [5.3120, -2.8407, -1.4555], [2.7497, -2.2883, -0.9628], [6.0052, 1.5499, -2.9660], [3.4241, 2.1361, -2.4476], [0.8556, -3.2056, 2.5434], [-2.9322, -1.5739, -3.0097], [1.7313, 0.3338, -1.4593], [-3.2581, 2.5758, 1.9590], [0.1613, -2.2402, 0.5457], [1.4456, -0.0505, 1.1333], [-1.1570, -1.6599, -1.5138], [-0.7096, 0.8711, -1.8587], [-1.3569, 2.0184, 2.8751], [2.9472, 0.3636, 3.3978], [-2.0510, 2.5146, -3.6102], [3.5361, -1.3088, -1.4406], [-2.0161, -1.0590, -2.4183], [-0.3657, 2.1607, -1.9589], [-1.7835, 3.1419, 3.7066], [2.0723, 1.1223, 1.3117], [0.8176, -2.2894, 1.7603], [1.5528, -1.0100, 2.0588], [-1.7007, 0.3943, -2.6132], [-1.3988, -5.5864, -0.0816], [4.8592, -1.6172, -1.7011], [-2.0883, -3.9835, -1.7469], [-1.3127, -3.0272, -1.1112], [-4.4514, 2.5224, 1.1381], [2.8302, 1.3621, 2.4384], [-2.1222, -5.2679, -1.2189], [5.2052, 0.6132, -2.4710], [-0.5842, -3.3489, 0.0277], [-0.6195, -4.6297, 0.5559], [3.8798, 0.9030, -2.2058], [-3.1751, 3.4564, 3.1250], [-1.0215, 3.0121, -2.8215], [3.0123, -0.0475, -1.6847], [-2.3987, 1.1791, -3.5046], [-2.2478, 1.7046, 1.9163], [5.7017, -0.6521, -2.2174], [2.2957, -0.8444, 3.2069], [-1.8350, 2.8555, 4.7549], [-3.2748, 4.4972, 2.8209], [3.3296, 2.3144, 2.5479], [-2.5706, 3.1628, -4.3035], [1.9681, 1.8523, 0.5223], [-3.9782, 3.2259, 3.8271], [-0.6162, 1.3836, 3.1111], [-4.8318, 3.5348, 1.0135], [-0.0557, -4.8786, 1.4386], [2.3461, -1.6646, 3.9096], [-4.2044, 2.1042, 0.1661], [-2.6514, -3.7370, -2.6306], [-1.1005, 3.9843, 3.6083], [-0.7146, 4.0468, -2.8782], [3.5486, 0.5263, 4.2826], [-2.7232, -6.0218, -1.7095], [-3.1896, 0.7228, -4.0829], [-5.2250, 1.9050, 1.5980], [0.4534, 2.4992, -1.3422], [-1.4316, -6.5902, 0.3202]],
  "mulliken_spin": [2.581, 0.111, 0.001, 0.000, 0.015, -0.001, 0.000, 0.034, 0.039, 0.086, 0.013, -0.014, 0.003, -0.018, -0.012, 0.006, 0.016, 0.009, 0.024, -0.018, -0.012, -0.001, 0.004, 0.018, 0.033, 0.028, 0.002, -0.006, 0.006, -0.020, -0.001, -0.016, -0.001, -0.007, 0.049, -0.005, -0.012, 0.000, -0.011, 0.052, -0.013, 0.013, 0.015, -0.014, 0.000, 0.000, 0.001, 0.000, 0.007, 0.000, 0.003, 0.000, 0.002, 0.001, 0.000, 0.001, 0.000, 0.002, 0.000, 0.000, 0.000, 0.000, 0.006, 0.000],
  "homo_energy_ha": [-0.387, -0.395],
  "spin_multiplicity": 4,
  "total_charge": 1,
  "relative_energy_kcal_mol": 21.8,
  "energy_ev": -70992.147
}

***

(2)
{
  "formula": "C28H21Br2N3O4S5Ta",
  "method": "wB97M-V/def2-TZVPD",
  "elements": ["Ta", "Br", "Br", "S", "S", "S", "S", "S", "O", "O", "O", "O", "N", "N", "N", "C", "C", "C", "C", "C", "C", "C", "C", "C", "C", "C", "C", "C", "C", "C", "C", "C", "C", "C", "C", "C", "C", "C", "C", "C", "C", "C", "C", "H", "H", "H", "H", "H", "H", "H", "H", "H", "H", "H", "H", "H", "H", "H", "H", "H", "H", "H", "H", "H"],
  "xyz": [[-0.0328, -0.3962, -0.4334], [-2.7061, -4.7899, -1.1192], [-7.2384, -1.4219, -1.0196], [0.4199, 2.0828, 1.7375], [-1.3307, 3.3997, -2.7989], [0.4528, 0.8350, -3.8744], [-1.0220, 2.1129, -4.3657], [-0.4620, -0.7262, -2.8070], [-1.2649, -2.0797, -0.6934], [0.0785, 1.4640, 0.3303], [1.4863, 1.3480, 2.3428], [-0.8149, 2.2612, 2.4474], [3.1239, -0.3929, -1.0566], [2.2015, 0.4325, -0.9280], [-2.2533, 0.2952, -0.3662], [2.4590, 4.0532, -1.7459], [-5.3519, -1.6188, -0.8994], [1.9346, 2.7746, -1.6154], [3.4788, -4.0096, -0.9609], [0.9148, -1.6167, 2.3576], [-1.4094, -1.1157, 2.3558], [1.4347, -2.0653, -0.5837], [2.1751, -4.3792, -0.6343], [-4.5313, -0.4868, -0.6963], [-4.0551, 1.8502, -0.4082], [-2.5647, -1.9911, -0.7410], [0.9898, 3.7024, 1.3417], [0.8381, -2.0108, 3.6844], [-0.2020, -1.1584, 1.6494], [-3.1518, -0.7071, -0.6033], [-2.6859, 1.5306, -0.2826], [-4.9683, 0.8608, -0.5957], [3.7729, -2.6675, -1.0979], [1.1799, -3.4298, -0.4519], [2.6849, 1.7946, -0.9898], [-0.3756, -1.9634, 4.3548], [-3.4240, -3.0556, -0.9351], [3.6951, 4.3640, -1.2018], [-1.5009, -1.5106, 3.6833], [2.7538, -1.7358, -0.9057], [-4.8117, -2.8708, -1.0110], [3.9138, 2.1016, -0.4134], [4.4104, 3.3896, -0.5133], [-1.9546, 2.2958, -0.0954], [4.7654, -2.3175, -1.3503], [4.2462, -4.7590, -1.1034], [0.9434, 2.5801, -1.9967], [-6.0228, 1.0853, -0.6796], [1.8814, -1.6622, 1.8685], [0.2299, 4.2216, 0.7628], [-0.4417, -2.2717, 5.3912], [-5.4510, -3.7284, -1.1648], [-2.4545, -1.4563, 4.1951], [0.1788, -3.7563, -0.2043], [4.0941, 5.3666, -1.2931], [1.1256, 4.1759, 2.3130], [-4.3475, 2.8883, -0.3587], [1.9345, 3.6570, 0.8104], [4.4596, 1.3358, 0.1195], [1.9311, -5.4285, -0.5174], [1.7287, -2.3555, 4.1966], [1.8657, 4.8005, -2.2573], [5.3603, 3.6309, -0.0533], [-2.3135, -0.7553, 1.8810]],
  "lowdin_charge": [1.642, 0.781, 0.742, 0.483, -0.171, -0.083, -0.212, 0.177, -0.373, -0.538, -0.286, -0.294, 0.110, -0.023, -0.004, -0.076, -0.623, -0.105, -0.090, -0.136, -0.115, -0.244, -0.070, -0.180, -0.018, -0.422, -0.113, -0.094, -0.262, -0.171, -0.127, -0.011, -0.030, -0.098, -0.257, -0.104, -0.590, -0.095, -0.093, -0.301, -0.171, -0.034, -0.091, 0.066, 0.107, 0.095, -0.033, 0.083, 0.091, 0.081, 0.092, 0.092, 0.096, 0.075, 0.098, 0.075, 0.114, 0.037, 0.109, 0.101, 0.096, 0.106, 0.099, 0.087],
  "homo_energy_ha": -0.142,
  "total_charge": -1,
  "relative_energy_kcal_mol": 27.3,
  "energy_ev": -237854.853
}

***

(3)
{
  "formula": "C28H21Br4IN6NaO4P",
  "method": "wB97M-V/def2-TZVPD",
  "elements": ["I", "Br", "Br", "Br", "Br", "P", "Na", "O", "O", "O", "O", "N", "N", "N", "N", "N", "N", "C", "C", "C", "C", "C", "C", "C", "C", "C", "C", "C", "C", "C", "C", "C", "C", "C", "C", "C", "C", "C", "C", "C", "C", "C", "C", "C", "C", "H", "H", "H", "H", "H", "H", "H", "H", "H", "H", "H", "H", "H", "H", "H", "H", "H", "H", "H", "H", "H"],
  "xyz": [[8.6492, -4.2229, 0.2450], [-1.4424, 1.8860, 6.7917], [-0.7992, -1.2946, 7.4996], [-0.1011, -3.4034, 5.0047], [-1.3889, 2.8684, 3.5929], [-1.6515, 0.5679, -0.8402], [0.5850, -0.7369, 0.9438], [2.7433, -0.5975, 1.4881], [-0.1984, -2.0563, 2.3543], [1.9966, -1.9481, -0.1523], [-0.7739, 0.6164, 1.7585], [2.6616, 2.6126, -0.2946], [2.7422, 2.3330, -1.5706], [1.3703, 0.9171, -0.9143], [3.5818, 3.0359, -2.4381], [-1.2374, -2.5705, -0.3098], [2.0029, 1.3481, -1.9842], [-5.7185, -0.2223, -0.6114], [1.7811, 1.6944, 0.1050], [-3.8154, 1.2143, 0.8011], [-2.7216, 1.4956, -3.3424], [-0.5074, -1.5791, 4.6510], [5.7471, -3.7654, -0.4768], [6.5241, -2.3710, 1.3455], [-2.7122, 1.6300, -4.7268], [-1.6785, -1.7243, -1.0049], [-0.7795, 0.2116, -4.8399], [-0.7999, 0.0777, -3.4583], [-0.4859, -1.2208, 3.2910], [-1.7703, 0.7178, -2.6879], [-5.1312, 1.1841, 1.2403], [4.4943, -3.1725, -0.3792], [-1.4152, 2.4226, -0.5938], [6.7475, -3.3507, 0.3896], [-4.3990, -0.1944, -1.0487], [-0.7939, 0.2005, 2.9789], [2.8703, -1.5230, 0.6437], [-1.7386, 0.9871, -5.4808], [-1.0548, 0.6390, 5.4122], [4.2458, -2.1822, 0.5624], [-0.7825, -0.6799, 5.7019], [-3.4294, 0.5270, -0.3533], [-6.0904, 0.4682, 0.5334], [-1.0555, 1.0486, 4.0635], [5.2636, -1.7906, 1.4224], [-3.0673, 1.7482, 1.3754], [3.2449, 2.8209, -3.3696], [-1.7291, 1.0876, -6.5603], [1.4241, 1.5945, 1.1233], [-2.3241, 2.9819, -0.8270], [3.4449, 4.0186, -2.2333], [-0.6239, 2.7564, -1.2678], [-7.1189, 0.4457, 0.8755], [-0.6460, -2.6819, 0.5297], [5.0405, -1.0218, 2.1512], [-4.1157, -0.7334, -1.9442], [-3.4894, 1.9969, -2.7629], [7.3152, -2.0673, 2.0178], [-3.4651, 2.2386, -5.2154], [-0.0518, -0.5289, -2.9596], [-5.4023, 1.7159, 2.1448], [5.9399, -4.5364, -1.2110], [-1.1189, 2.6090, 0.4387], [-6.4569, -0.7873, -1.1692], [3.6793, -3.4630, -1.0302], [-0.0134, -0.2918, -5.4181]],
  "lowdin_charge": [0.766, 0.610, 0.611, 0.676, 0.689, 0.987, 0.128, -0.032, -0.173, -0.044, -0.245, 0.137, -0.310, 0.041, 0.109, 0.115, 0.085, -0.108, -0.186, -0.085, -0.102, -0.641, -0.164, -0.162, -0.109, -0.126, -0.101, -0.114, -0.414, -0.360, -0.088, -0.018, -0.250, -0.748, -0.116, -0.410, -0.608, -0.124, -0.789, -0.110, -0.785, -0.344, -0.120, -0.624, -0.014, 0.060, 0.081, 0.085, 0.117, 0.032, 0.081, 0.022, 0.086, 0.062, 0.117, 0.091, 0.102, 0.082, 0.088, 0.092, 0.097, 0.081, 0.000, 0.089, 0.115, 0.093],
  "homo_energy_ha": -0.045,
  "total_charge": -2,
  "relative_energy_kcal_mol": 41.9,
  "energy_ev": -348484.003
}